Entry from the Open Molecules 2025 dataset: C30H56BN4P2Re as an isolated structure (wB97M-V/def2-TZVPD).

The calculation puts the HOMO-LUMO gap (alpha / beta) at 5.5 / 5.6 eV. As for the total charge: +3. For the total energy, the calculation gives -59336.8606 eV. The value obtained for the LUMO energy (alpha / beta) is -11.14 / -11.05 eV. Its spin multiplicity is 2. As for the expectation value of S²: 0.78.

Geometry (Å):
Re: -0.200 0.391 0.172
C: -1.748 -2.695 3.900
C: -0.952 -1.589 3.189
C: 0.373 -2.188 2.688
C: -0.690 -0.497 4.236
P: -1.782 -0.898 1.662
C: -2.281 -2.408 0.722
N: -1.422 -2.486 -0.425
B: -0.761 -1.245 -0.963
N: -0.179 -1.809 -2.204
C: 0.484 -0.914 -3.104
P: 1.222 0.422 -2.062
C: 1.079 1.841 -3.333
C: 2.070 3.006 -3.184
C: -0.362 2.352 -3.216
C: 1.313 1.333 -4.777
C: 2.981 -0.180 -1.837
C: 2.899 -1.523 -1.097
C: 3.724 -0.381 -3.166
C: 3.815 0.793 -0.999
C: -0.326 -3.115 -2.284
C: 0.159 -4.063 -3.236
C: -0.159 -5.359 -3.020
C: -0.958 -5.791 -1.886
C: -1.441 -4.931 -0.962
C: -1.122 -3.550 -1.141
C: -3.463 -0.096 1.947
C: -4.414 -1.096 2.626
C: -3.424 1.170 2.812
C: -4.015 0.294 0.567
H: -1.093 -3.142 4.649
H: -2.068 -3.504 3.248
H: -2.616 -2.309 4.426
H: 0.969 -2.486 3.550
H: 0.975 -1.484 2.100
H: 0.214 -3.080 2.081
H: 0.006 -0.888 4.978
H: -1.602 -0.227 4.766
H: -0.255 0.422 3.841
H: -3.305 -2.259 0.374
H: -2.258 -3.316 1.322
H: -0.273 -0.465 -3.751
H: 1.216 -1.422 -3.729
H: 1.899 3.638 -2.324
H: 1.941 3.643 -4.058
H: 3.109 2.681 -3.192
H: -0.640 2.596 -2.186
H: -1.096 1.646 -3.604
H: -0.457 3.264 -3.805
H: 2.355 1.093 -4.966
H: 1.050 2.158 -5.439
H: 0.700 0.493 -5.089
H: 2.478 -2.314 -1.718
H: 2.316 -1.461 -0.173
H: 3.910 -1.831 -0.830
H: 3.185 -0.982 -3.893
H: 4.656 -0.904 -2.950
H: 3.992 0.564 -3.630
H: 3.413 0.933 0.002
H: 3.938 1.767 -1.469
H: 4.812 0.368 -0.877
H: 0.734 -3.752 -4.095
H: 0.178 -6.117 -3.712
H: -1.169 -6.848 -1.798
H: -2.050 -5.265 -0.136
H: -4.209 -1.192 3.689
H: -4.414 -2.092 2.185
H: -5.426 -0.704 2.526
H: -2.840 1.070 3.723
H: -4.446 1.397 3.112
H: -3.081 2.038 2.251
H: -4.375 -0.555 -0.010
H: -3.288 0.840 -0.043
H: -4.870 0.952 0.720
C: -0.651 2.787 1.285
C: -0.289 3.869 2.365
N: 1.144 3.960 2.492
C: 1.740 4.381 1.230
C: 1.379 3.373 0.106
N: 0.602 2.268 0.701
C: 1.382 1.625 1.797
C: 1.686 2.695 2.904
H: -1.268 3.175 0.472
H: -1.166 1.931 1.763
H: -0.727 3.603 3.327
H: -0.698 4.831 2.057
H: 2.819 4.446 1.363
H: 1.374 5.378 0.990
H: 2.256 2.937 -0.368
H: 0.737 3.814 -0.654
H: 2.285 1.188 1.380
H: 0.747 0.818 2.219
H: 2.765 2.770 3.022
H: 1.249 2.397 3.857

=====

Entry from the Open Molecules 2025 dataset: C30H56CsN5O3S2Si3 as an isolated structure at a distorted geometry (wB97M-V/def2-TZVPD).

The calculation puts the HOMO-LUMO gap (alpha / beta) at 5.3 / 3.7 eV. As for the total charge: -2. The value obtained for the relative energy (zero: lowest compared OMol25 entry of this formula, charge and spin) is 36.0 kcal/mol. For the total energy, the calculation gives -91464.0505 eV. The value obtained for the LUMO energy (alpha / beta) is 3.48 / 3.48 eV. Its spin multiplicity is 1.

Geometry (Å):
Cs: -2.014 1.130 -0.268
N: -1.861 1.171 3.389
C: -0.560 0.697 3.864
C: 0.460 1.828 3.986
C: 1.107 2.241 2.665
N: 0.117 2.696 1.707
H: -2.320 1.750 4.083
H: -2.478 0.394 3.184
H: -0.191 -0.032 3.140
H: -0.632 0.174 4.828
H: 1.257 1.507 4.664
H: -0.022 2.695 4.457
H: 1.596 1.366 2.230
H: 1.903 2.975 2.871
H: 0.484 2.713 0.764
H: -0.250 3.614 1.921
C: -5.712 0.479 -0.127
O: -4.483 -0.165 0.072
Si: -4.314 -1.778 0.596
C: -5.862 -2.657 -0.053
C: -4.633 -1.676 2.464
C: -2.726 -2.356 0.052
Si: -1.921 -3.593 1.096
C: -1.088 -2.891 2.646
C: -3.081 -4.954 1.747
C: -0.508 -4.540 0.275
Si: -2.586 -2.587 -1.747
C: -0.821 -2.498 -2.416
C: -3.532 -1.325 -2.805
C: -3.273 -4.252 -2.362
H: -6.315 -0.025 -0.890
H: -5.523 1.501 -0.467
H: -6.309 0.532 0.794
H: -6.785 -2.291 0.410
H: -5.768 -3.723 0.171
H: -5.963 -2.562 -1.138
H: -5.277 -0.816 2.674
H: -3.715 -1.552 3.039
H: -5.139 -2.568 2.840
H: -1.778 -2.335 3.284
H: -0.289 -2.207 2.348
H: -0.644 -3.688 3.251
H: -3.881 -4.524 2.357
H: -2.550 -5.690 2.360
H: -3.554 -5.479 0.911
H: 0.284 -3.857 -0.037
H: -0.829 -5.102 -0.605
H: -0.080 -5.249 0.990
H: -0.265 -1.672 -1.964
H: -0.837 -2.339 -3.498
H: -0.261 -3.413 -2.219
H: -3.070 -0.334 -2.811
H: -4.565 -1.205 -2.467
H: -3.558 -1.666 -3.844
H: -2.773 -5.090 -1.869
H: -3.146 -4.369 -3.443
H: -4.340 -4.329 -2.131
C: 7.538 0.989 -2.629
C: 6.280 1.552 -1.982
C: 5.244 0.468 -1.739
N: 4.049 1.028 -1.109
C: 3.179 0.289 -0.362
S: 1.510 0.554 -0.513
N: 3.673 -0.608 0.508
C: 5.019 -0.877 0.970
O: 5.348 -2.084 0.990
C: 5.844 0.214 1.360
C: 5.374 1.527 1.659
C: 6.246 2.526 2.029
C: 7.626 2.299 2.117
C: 8.101 1.006 1.856
C: 7.246 -0.014 1.504
H: 8.271 1.774 -2.824
H: 7.313 0.497 -3.580
H: 8.005 0.252 -1.973
H: 5.848 2.334 -2.617
H: 6.523 2.011 -1.022
H: 5.671 -0.288 -1.084
H: 4.968 -0.027 -2.679
H: 3.538 1.669 -1.699
H: 3.008 -1.317 0.784
H: 4.314 1.739 1.621
H: 5.848 3.509 2.260
H: 8.304 3.095 2.398
H: 9.164 0.801 1.936
H: 7.615 -1.013 1.315
S: -0.692 1.734 -4.662
C: -1.673 2.258 -3.551
O: -1.951 3.564 -0.522
N: -2.453 3.868 -1.732
C: -3.699 4.291 -1.894
C: -4.142 4.858 -3.079
C: -3.161 5.150 -4.056
C: -1.890 4.698 -3.921
C: -1.578 3.695 -2.867
H: -4.309 4.236 -1.001
H: -5.167 5.185 -3.170
H: -3.413 5.792 -4.894
H: -1.107 4.930 -4.629
H: -0.557 3.762 -2.487

=====

> Which formula does entry 1 have?

C30H56BN4P2Re

=====

> What is the total charge in the second record?

-2

=====

> Which value of total charge does entry 1 give?

+3

=====

> total charge of number 2 (C30H56CsN5O3S2Si3)?

-2